w | The following is a DFT calculation (ωB97M-V with the def2-TZVPD basis set) of a molecular structure, C18H25NO.

Structure (ORCA input):
```
! RIJCOSX wB97M-V def2-TZVPD def2/J DEFGRID3
* xyz 0 1
O -0.202 -2.801 0.378
C -0.620 -1.871 -0.275
N -0.022 -0.560 -0.405
H -0.596 0.059 -0.900
C 1.175 -0.557 -0.042
H 1.419 -1.359 0.702
H 1.029 0.338 0.973
C 2.104 -0.061 -1.159
C 3.457 0.201 -0.604
C 4.458 -0.832 -0.439
C 5.746 -0.399 0.123
C 6.068 0.975 0.109
C 5.043 1.466 0.734
C 3.819 1.672 -0.027
H 2.915 1.977 0.323
H 3.897 2.173 -0.825
H 5.339 2.526 1.072
H 4.740 1.144 1.893
H 7.187 1.103 0.737
H 6.333 1.327 -0.669
H 6.471 -1.124 -0.631
H 5.747 -0.973 1.247
H 4.163 -1.675 -0.693
H 1.708 0.842 -1.417
H 2.132 -0.768 -1.954
C -2.074 -1.920 -0.906
C -3.195 -2.432 0.175
H -4.139 -2.225 -0.336
H -3.012 -3.215 0.787
C -3.267 -1.174 1.300
C -3.594 0.315 0.568
C -4.840 0.399 -0.168
C -5.049 1.686 -0.610
C -4.173 2.543 -0.590
C -2.987 2.402 0.101
C -2.644 1.447 0.723
H -1.727 1.100 1.041
H -2.229 3.286 0.426
H -4.379 3.669 -1.012
H -6.136 1.929 -1.045
H -5.462 -0.444 0.071
H -4.229 -1.324 2.178
H -2.457 -1.126 1.807
H -2.195 -2.902 -1.592
H -2.514 -0.956 -1.488
*
```

HOMO-LUMO gap = 0.320 Eh
E_HOMO = -8.106 eV

---

x | The following is a DFT calculation (ωB97M-V with the def2-TZVPD basis set) of C18H25NO in the gas phase.

Structure (ORCA input):
```
! RIJCOSX wB97M-V def2-TZVPD def2/J DEFGRID3
* xyz 0 1
C -4.431 -0.675 1.236
C -3.207 -0.486 1.693
C -1.977 -1.010 1.023
C -1.184 0.042 0.194
N 0.040 -0.637 -0.309
C -0.066 -1.757 -1.081
C 1.211 -2.556 -1.268
O -1.108 -2.134 -1.583
C 1.312 -0.314 0.244
C 1.587 -0.650 1.568
C 2.803 -0.342 2.146
C 3.775 0.298 1.396
C 3.522 0.603 0.073
C 2.303 0.303 -0.527
C 2.113 0.650 -1.975
C -0.858 1.254 1.078
C -0.271 2.442 0.320
C -1.212 2.880 -0.795
C -1.482 1.709 -1.732
C -2.066 0.525 -0.970
H -4.614 -1.225 0.328
H -5.299 -0.293 1.748
H -3.055 0.057 2.617
H -2.257 -1.814 0.343
H -1.310 -1.418 1.787
H 0.950 -3.474 -1.788
H 1.655 -2.797 -0.305
H 1.942 -2.014 -1.859
H 0.838 -1.170 2.146
H 2.993 -0.607 3.175
H 4.728 0.546 1.836
H 4.284 1.087 -0.521
H 2.082 1.732 -2.103
H 1.195 0.226 -2.371
H 2.952 0.277 -2.561
H -1.803 1.579 1.517
H -0.193 0.973 1.896
H -0.115 3.264 1.023
H 0.700 2.181 -0.099
H -2.155 3.222 -0.361
H -0.776 3.714 -1.349
H -2.187 2.009 -2.510
H -0.555 1.416 -2.223
H -3.026 0.820 -0.542
H -2.244 -0.304 -1.652
*
```

HOMO-LUMO gap = 0.355 Eh
E_HOMO = -8.907 eV

---

Of them, x has the highest stability.

---

w | The following is a DFT calculation (ωB97M-V with the def2-TZVPD basis set) of 2 unconnected molecules or ions with the total composition CH6N2S.

Structure (ORCA input):
```
! RIJCOSX wB97M-V def2-TZVPD def2/J DEFGRID3
* xyz 0 1
H 0.174 2.691 -1.792
N 0.377 1.955 -1.120
C -0.508 1.055 -1.210
N -0.431 -0.107 -0.498
H -1.359 1.107 -1.896
H 0.449 -0.322 -0.068
H -1.240 -0.664 -0.305
S 1.071 -1.412 2.614
H 1.302 -1.952 1.418
H 0.165 -2.351 2.859
*
```

HOMO-LUMO gap = 0.366 Eh
E_HOMO = -9.204 eV

---

x | The following is a DFT calculation (ωB97M-V with the def2-TZVPD basis set) of 2 unconnected molecules or ions with the total composition CH6N2S.

Structure (ORCA input):
```
! RIJCOSX wB97M-V def2-TZVPD def2/J DEFGRID3
* xyz 0 1
H -1.689 -1.590 -2.564
N -1.120 -1.075 -1.571
C -0.791 0.202 -1.773
N 0.190 0.749 -0.968
H -0.963 0.614 -2.711
H 0.204 1.344 -0.182
H 0.252 -0.035 -0.182
S 1.011 -0.042 2.931
H 1.378 -1.299 3.292
H 1.528 1.132 3.728
*
```

HOMO-LUMO gap = 0.361 Eh
E_HOMO = -9.543 eV

---

Of them, w has the highest stability.

---

w | The following is a DFT calculation (ωB97M-V with the def2-TZVPD basis set) of 2 unconnected molecules or ions with the total composition C3H5FOS.

Structure (ORCA input):
```
! RIJCOSX wB97M-V def2-TZVPD def2/J DEFGRID3
* xyz 0 1
C 2.990 -0.409 -0.750
C 3.358 0.495 -0.051
C 0.142 0.520 -0.613
O 0.889 -1.588 1.010
F 3.339 1.626 0.515
S -0.379 -0.972 0.544
H 3.083 -1.160 -1.512
H -0.771 -0.111 1.759
H -0.343 1.463 -0.554
H 0.141 0.179 -1.600
H 1.208 0.513 -0.381
*
```

HOMO-LUMO gap = 0.360 Eh
E_HOMO = -9.206 eV

---

x | The following is a DFT calculation (ωB97M-V with the def2-TZVPD basis set) of C3H5FOS in the gas phase.

Structure (ORCA input):
```
! RIJCOSX wB97M-V def2-TZVPD def2/J DEFGRID3
* xyz 0 1
O -1.755 0.892 1.237
C -0.680 0.952 0.592
S -0.389 2.290 -0.500
C 0.338 -0.120 0.666
C 0.097 -1.157 -0.428
F 0.470 -0.568 -1.635
H 0.521 1.706 -1.275
H 0.257 -0.636 1.611
H 1.391 0.233 0.549
H -0.930 -1.510 -0.546
H 0.680 -2.082 -0.272
*
```

HOMO-LUMO gap = 0.391 Eh
E_HOMO = -10.038 eV

---

Of them, x has the highest stability.